{"formula": "C37H39N4O5PPbSSi", "method": "ωB97M-V with the def2-TZVPD basis set", "elements": ["Pb", "C", "Si", "C", "C", "C", "C", "C", "C", "N", "C", "S", "H", "H", "H", "H", "H", "H", "H", "H", "H", "H", "H", "H", "O", "N", "O", "C", "C", "C", "C", "C", "C", "N", "C", "C", "N", "C", "C", "C", "C", "H", "H", "H", "H", "H", "H", "H", "O", "C", "C", "O", "O", "C", "C", "C", "C", "C", "C", "C", "C", "C", "C", "C", "C", "H", "H", "H", "H", "H", "H", "H", "H", "H", "H", "H", "C", "P", "C", "C", "H", "H", "H", "H", "H", "H", "H", "H", "H"], "coordinates": [[-0.202556, 0.300417, -0.068641], [-5.202073, -1.444238, 4.816283], [-4.759641, 0.059088, 3.783575], [-5.126504, 1.599655, 4.787107], [-5.832588, 0.062442, 2.259032], [-2.882665, 0.000201, 3.542136], [-2.130115, -0.071339, 4.712328], [-0.740754, -0.103509, 4.707525], [-0.111063, -0.075300, 3.484241], [-0.799780, -0.027885, 2.341166], [-2.151988, 0.030060, 2.330756], [-2.851251, 0.168606, 0.732173], [-6.272246, -1.440820, 5.047274], [-4.658503, -1.462712, 5.765359], [-4.977323, -2.371763, 4.282589], [-6.194356, 1.653106, 5.022090], [-4.857375, 2.504786, 4.235793], [-4.575570, 1.606707, 5.732061], [-6.884675, 0.119040, 2.559223], [-5.687826, -0.843894, 1.667451], [-5.606954, 0.911097, 1.612368], [-2.645450, -0.092832, 5.670359], [-0.168274, -0.138519, 5.624300], [0.971909, -0.073424, 3.395028], [-0.234316, -3.521757, -7.044530], [-0.119189, -4.272900, -6.096683], [0.037312, -5.471501, -6.204440], [-0.176139, -3.705681, -4.727519], [-0.221743, -4.610742, -3.733756], [-0.278417, -4.214897, -2.368877], [-0.312774, -5.161344, -1.330483], [-0.362146, -4.731474, -0.035071], [-0.369117, -3.350651, 0.204780], [-0.330142, -2.445925, -0.749351], [-0.296123, -2.854006, -2.035584], [-0.275291, -1.867146, -3.109269], [-0.332994, -0.564683, -2.760962], [-0.295004, 0.358046, -3.694858], [-0.187327, 0.053724, -5.051592], [-0.141992, -1.259542, -5.433779], [-0.198254, -2.280762, -4.460353], [-0.216282, -5.662128, -3.983969], [-0.299263, -6.218174, -1.570367], [-0.391148, -5.427091, 0.792148], [-0.410092, -2.967989, 1.222159], [-0.348114, 1.389326, -3.353304], [-0.145494, 0.843401, -5.789378], [-0.067076, -1.511533, -6.475579], [2.745439, -0.142594, -0.306840], [3.526804, 0.269603, 0.824051], [2.679636, 1.293087, 1.653331], [3.175287, 1.618148, 2.729889], [1.561223, 1.664081, 1.172856], [3.808776, -0.920895, 1.726495], [4.897189, -0.927615, 2.593845], [5.101774, -1.995904, 3.453458], [4.221464, -3.071219, 3.464419], [3.127687, -3.066820, 2.611842], [2.923032, -1.995566, 1.750042], [4.793611, 0.948902, 0.297642], [5.722346, 0.171948, -0.394239], [6.826242, 0.750385, -1.001456], [7.023194, 2.122876, -0.918307], [6.116859, 2.901953, -0.215286], [5.007873, 2.319105, 0.388805], [3.194842, -0.892694, -0.711145], [5.574207, -0.083369, 2.602326], [5.950847, -1.987190, 4.126549], [4.388664, -3.905987, 4.133950], [2.427959, -3.894546, 2.622043], [2.059972, -1.984106, 1.092630], [5.590074, -0.905341, -0.441889], [7.533164, 0.129750, -1.539306], [7.882917, 2.579387, -1.393493], [6.270868, 3.970930, -0.132582], [4.316949, 2.933671, 0.952771], [-1.915637, 4.034705, -1.102857], [-0.514586, 3.210363, -0.245933], [0.915493, 4.044181, -1.022382], [-0.611094, 4.007346, 1.392952], [-1.818264, 5.122088, -1.063489], [-2.847700, 3.738364, -0.619136], [-1.961576, 3.720694, -2.148331], [0.816790, 5.128791, -0.946284], [0.984960, 3.764285, -2.075615], [1.821308, 3.713171, -0.515119], [-0.549226, 5.093135, 1.294120], [0.207931, 3.634550, 2.007229], [-1.561555, 3.737407, 1.857785]], "atomic_forces_ev_per_a": [[0.625, 0.207, 0.397], [-0.049, -0.030, 0.063], [-0.007, -0.003, 0.089], [-0.034, 0.042, 0.044], [0.051, -0.010, -0.123], [0.050, -0.030, -0.203], [-0.122, 0.007, 0.013], [-0.010, -0.006, 0.073], [0.048, 0.018, -0.180], [-0.131, 0.038, 0.068], [0.242, -0.021, 0.172], [-0.193, 0.025, 0.081], [0.065, -0.012, -0.007], [-0.033, -0.014, -0.060], [-0.003, 0.048, 0.017], [0.065, 0.011, -0.005], [-0.007, -0.045, 0.021], [-0.026, 0.014, -0.056], [0.077, -0.017, 0.030], [-0.017, 0.048, 0.010], [-0.033, -0.026, 0.017], [0.039, 0.003, -0.054], [-0.009, 0.001, -0.038], [-0.058, 0.021, -0.008], [-0.046, 0.034, 0.052], [0.045, -0.060, -0.134], [-0.005, 0.066, 0.102], [0.002, 0.127, 0.086], [-0.019, -0.197, -0.097], [0.006, 0.130, 0.079], [0.001, -0.098, -0.034], [0.005, -0.035, 0.087], [-0.003, 0.112, 0.012], [-0.096, -0.039, -0.264], [0.003, -0.093, 0.094], [-0.002, 0.056, -0.095], [-0.093, -0.270, -0.144], [0.013, -0.035, 0.141], [0.005, 0.040, -0.050], [0.010, -0.024, 0.007], [0.006, 0.042, -0.075], [0.020, -0.004, 0.011], [-0.002, 0.029, -0.010], [-0.010, 0.021, -0.006], [0.004, -0.021, -0.043], [0.010, -0.049, -0.042], [-0.003, -0.009, 0.024], [-0.003, -0.027, -0.015], [-0.109, -0.017, 0.016], [0.005, 0.308, -0.064], [-0.309, -0.185, 0.295], [-0.046, 0.135, -0.149], [0.235, -0.129, -0.051], [-0.053, -0.046, -0.020], [0.002, -0.025, 0.020], [0.004, 0.013, 0.004], [-0.017, -0.007, -0.033], [0.024, 0.035, 0.016], [0.007, 0.014, -0.014], [-0.017, -0.143, -0.057], [0.015, 0.028, 0.043], [-0.016, -0.029, -0.013], [0.001, -0.001, 0.010], [-0.035, -0.053, 0.009], [-0.010, 0.009, 0.011], [0.078, 0.005, -0.072], [-0.021, -0.013, 0.002], [-0.020, 0.003, -0.030], [-0.011, 0.025, -0.003], [0.010, 0.007, -0.013], [0.040, -0.024, 0.023], [-0.002, 0.029, -0.022], [-0.010, 0.019, 0.027], [-0.015, -0.012, 0.021], [-0.010, -0.019, 0.000], [0.026, -0.013, -0.030], [0.039, -0.119, -0.010], [-0.277, 0.461, -0.070], [-0.006, -0.110, 0.076], [0.051, -0.134, -0.040], [-0.007, -0.020, 0.004], [0.012, -0.002, -0.026], [-0.001, 0.027, 0.045], [0.029, -0.004, -0.007], [0.002, 0.015, 0.027], [0.008, 0.009, -0.007], [-0.017, -0.004, 0.019], [-0.003, 0.001, 0.005], [0.041, 0.002, 0.009]], "e_lumo_ev": -1.49, "spin_multiplicity": 1}

---

{"formula": "C4H28NO8S2", "method": "ωB97M-V with the def2-TZVPD basis set", "elements": ["N", "C", "C", "C", "S", "S", "C", "H", "H", "H", "H", "H", "H", "H", "H", "H", "H", "H", "H", "H", "H", "O", "H", "H", "O", "H", "H", "O", "H", "H", "O", "H", "H", "O", "H", "H", "O", "H", "H", "O", "H", "H", "O"], "coordinates": [[1.659815, 0.575262, -1.942471], [0.778004, -0.688835, -1.487332], [0.505798, -1.551869, -2.670826], [1.625000, -1.367069, -0.327610], [2.607527, -0.405234, 0.767067], [1.904348, -0.258859, 2.616176], [0.650302, 1.068259, 2.784395], [1.056795, 1.310610, -2.440946], [1.912796, 1.137462, -1.098470], [2.582167, 0.254413, -2.494394], [-0.099467, -0.250523, -1.005740], [0.927263, -2.545147, -2.687635], [0.916217, -1.162305, -3.673892], [-0.585166, -1.706488, -2.873414], [0.904085, -1.943229, 0.200836], [2.195392, -2.199708, -0.811975], [-0.030338, 1.123478, 3.680913], [-0.282055, 0.822421, 2.184007], [1.121613, 2.042701, 2.587887], [-3.794634, -1.972810, -1.965484], [-2.557578, -2.109140, -1.179791], [-3.329758, -1.558294, -1.310208], [-2.600282, 2.092543, 1.709723], [-2.707907, 2.793596, 0.320069], [-2.365330, 2.956219, 1.224144], [-0.920280, -4.321735, -0.429345], [-0.992240, -2.875458, 0.157461], [-1.190697, -3.316376, -0.633281], [1.494380, 3.429974, -0.160256], [2.723353, 2.962925, 0.442484], [2.089675, 2.695979, -0.185200], [-0.830674, 3.115180, 0.144895], [-0.862658, 2.171457, -0.892293], [-0.372773, 2.869724, -0.694723], [-3.962788, -0.247288, 1.447603], [-3.453454, -0.212585, 0.035916], [-3.224063, 0.085246, 0.985864], [-2.352834, 0.712823, -3.620319], [-2.028915, -0.204482, -2.412919], [-1.710367, 0.546963, -2.925082], [-1.981272, -0.961556, 1.063061], [-1.229828, -1.858565, 2.105065], [-1.112315, -1.474815, 1.206061]], "atomic_forces_ev_per_a": [[-0.087, -0.235, -0.992], [2.404, 1.611, 1.218], [-0.902, -0.257, -2.953], [-1.063, -1.626, -2.172], [1.161, 0.989, -0.682], [-1.130, -0.358, 1.772], [-2.185, 0.078, -0.799], [1.129, -1.642, 0.093], [0.379, -0.256, -0.006], [-2.844, 1.159, 1.431], [0.093, 0.084, -0.366], [0.272, -0.343, 0.818], [-0.628, 0.043, 1.575], [1.049, 0.237, 0.333], [-0.608, -0.225, 0.783], [0.321, 0.944, 0.372], [1.983, -0.419, 0.379], [1.627, 0.508, -0.687], [-0.617, -0.373, -0.062], [-2.188, -1.588, -2.643], [0.606, -0.838, 0.409], [1.704, 2.305, 2.258], [0.498, 1.899, -1.196], [-0.124, 0.191, 0.838], [-0.659, -1.984, 0.333], [-1.091, 3.406, -0.940], [0.330, 1.461, 2.234], [0.599, -5.018, -1.649], [-1.124, 0.401, -0.509], [1.761, 0.036, 1.169], [0.095, -0.498, -0.622], [0.641, 0.211, -0.284], [-3.230, -5.055, -2.100], [2.127, 4.797, 2.075], [-1.498, -0.552, 1.245], [0.481, 0.548, 1.507], [0.506, 0.039, -2.952], [-0.098, -0.039, 0.043], [-0.467, -0.025, -0.132], [0.421, 0.305, 0.223], [1.283, -0.580, 0.446], [0.298, 0.426, -0.799], [-1.225, 0.236, 0.988]], "e_lumo_ev": -2.60, "charge": 1, "spin_multiplicity": 1, "de_lowest_kj_mol": 247.74}

---

{"formula": "C17H20F3O7P2V", "method": "ωB97M-V with the def2-TZVPD basis set", "elements": ["V", "C", "C", "O", "P", "O", "O", "O", "P", "O", "O", "O", "H", "H", "H", "H", "H", "H", "H", "C", "C", "C", "C", "C", "C", "H", "H", "H", "H", "H", "H", "H", "H", "H", "F", "C", "F", "F", "C", "C", "C", "C", "C", "C", "C", "C", "H", "H", "H", "H"], "coordinates": [[0.524607, -0.279142, 0.413866], [3.876485, -2.195505, -0.434867], [3.573648, -1.968184, 1.036088], [4.646446, -2.465109, 1.811560], [3.416819, -0.178949, 1.440188], [3.256948, -0.069621, 2.982448], [4.698932, 0.614638, 1.051966], [2.257498, 0.448312, 0.654908], [1.975953, -2.681539, 1.616741], [2.024711, -4.210953, 1.274293], [1.868019, -2.357439, 3.061159], [0.870124, -2.061298, 0.683825], [4.837424, -1.746407, -0.683590], [3.107703, -1.767035, -1.076800], [3.934280, -3.267769, -0.616331], [4.369606, -2.605895, 2.728290], [2.671190, -0.796079, 3.337164], [5.457925, 0.513893, 1.646030], [1.824420, -4.794221, 2.020608], [-1.138513, 0.748270, 5.254892], [-1.968710, 1.036473, 3.992679], [-3.282426, 0.242200, 4.020336], [-2.254523, 2.541659, 3.873107], [-1.190664, 0.618429, 2.827970], [-0.543413, 0.270098, 1.853283], [-1.708870, 1.053495, 6.132856], [-0.202608, 1.306865, 5.241498], [-0.913391, -0.314566, 5.341062], [-3.863684, 0.554374, 4.888641], [-3.094195, -0.828344, 4.097951], [-3.873709, 0.428507, 3.124216], [-2.827777, 2.859990, 4.744410], [-2.836325, 2.761117, 2.978263], [-1.329829, 3.117298, 3.839079], [-1.702112, 1.719790, -8.455043], [-2.693574, 1.484508, -7.581192], [-3.397118, 0.442035, -8.049463], [-3.498197, 2.553035, -7.581465], [-2.140233, 1.187881, -6.208778], [-2.467113, 1.988445, -5.126773], [-1.946611, 1.694521, -3.877649], [-1.097954, 0.599039, -3.723975], [-0.771026, -0.205652, -4.823111], [-1.294946, 0.092035, -6.063210], [-0.560714, 0.295032, -2.442134], [-0.112462, 0.050508, -1.331997], [-3.124982, 2.835173, -5.257929], [-2.192120, 2.309678, -3.023228], [-0.113270, -1.053142, -4.690710], [-1.051673, -0.520445, -6.921132]], "atomic_forces_ev_per_a": [[0.393, -0.223, -0.024], [0.036, -0.021, 0.010], [-0.320, 0.261, 0.045], [0.102, -0.034, 0.027], [-0.101, 0.005, -0.257], [-0.014, -0.015, 0.088], [0.012, -0.032, 0.033], [0.029, -0.281, 0.159], [-0.139, 0.100, -0.042], [-0.057, -0.055, -0.046], [0.013, 0.028, -0.029], [0.330, 0.059, 0.211], [0.001, -0.012, -0.018], [-0.010, 0.001, -0.002], [0.007, 0.004, -0.023], [-0.020, 0.003, 0.000], [0.008, 0.010, -0.024], [-0.005, 0.009, -0.043], [0.035, -0.002, -0.039], [-0.024, 0.016, 0.002], [0.102, -0.031, -0.013], [-0.037, -0.010, 0.007], [-0.013, 0.023, -0.005], [-0.059, -0.003, 0.035], [-0.195, 0.137, 0.119], [-0.004, -0.002, -0.008], [0.002, -0.005, 0.003], [0.004, 0.000, 0.000], [0.002, -0.003, -0.002], [0.005, 0.003, 0.001], [0.005, 0.003, 0.001], [0.002, -0.003, -0.002], [0.001, -0.003, 0.002], [0.000, -0.005, 0.002], [0.004, -0.005, -0.002], [0.003, 0.011, -0.008], [0.002, -0.003, 0.003], [0.003, -0.011, 0.002], [0.006, -0.017, -0.002], [-0.002, 0.006, 0.048], [-0.046, 0.071, -0.048], [0.096, -0.121, 0.050], [-0.022, 0.024, 0.006], [-0.005, 0.010, -0.020], [-0.049, 0.083, -0.063], [-0.080, 0.040, -0.137], [0.000, 0.001, -0.001], [0.003, -0.008, 0.005], [0.000, -0.003, -0.002], [-0.004, 0.001, 0.002]], "e_lumo_ev": [-5.61, -4.86], "charge": 1, "spin_multiplicity": 2, "de_lowest_kj_mol": 0.00}